Record 1
DFT (the ωB97M-V functional and the def2-TZVPD basis) results for a cluster of 12 separate species, C29H75NO12S11 in total in a non-equilibrium geometry.

Computed properties:
Molar mass (g mol⁻¹): 982.65
Orbital gap (eV): 8.74
Calculated total energy (a.u.): -6487.2297

Last column: Löwdin charge in e.
Positions of all 128 atoms, in Å:
C1 -1.9499 -0.8884 5.7365  0.111
C2 -0.8537 -0.4089 5.7861  -0.144
C3 0.4597 0.2236 5.8003  -0.164
C4 0.3055 1.7234 5.4620  -0.241
C5 -0.2400 1.9160 4.0426  -0.114
C6 0.9492 2.5362 3.2329  -0.158
N1 2.1398 2.4313 4.0881  0.050
C7 1.6471 2.4144 5.4268  -0.450
O1 2.1922 2.9340 6.3552  0.115
H1 -2.9923 -1.0673 5.6580  0.029
H2 0.9195 0.1123 6.7836  0.123
H3 1.1174 -0.2535 5.0707  0.125
H4 -0.3401 2.1429 6.2285  0.148
H5 -1.1387 2.5270 4.0587  0.114
H6 -0.5434 0.9883 3.5617  0.102
H7 0.6998 3.5658 3.0120  0.095
H8 1.1073 1.9202 2.3553  0.112
H9 2.6707 1.5839 3.9287  0.125
C8 -2.8941 -1.6632 0.2260  -0.269
S1 -3.7541 -1.6021 1.8012  0.812
O2 -2.7965 -1.0280 2.7898  -0.572
C9 -3.7709 -3.3723 2.0620  -0.275
H10 -2.7339 -0.6388 -0.1036  0.045
H11 -1.9380 -2.1689 0.3601  0.057
H12 -3.5116 -2.1932 -0.4990  0.054
H13 -2.7532 -3.7560 2.0628  0.033
H14 -4.3570 -3.8470 1.2736  0.044
H15 -4.2383 -3.5617 3.0266  0.055
C10 2.6126 8.1066 4.1631  -0.264
S2 1.7227 6.6176 3.7127  0.789
O3 0.6311 7.0236 2.7820  -0.567
C11 0.9766 6.3446 5.3230  -0.267
H16 3.1334 8.4802 3.2823  0.018
H17 1.9065 8.8573 4.5207  0.060
H18 3.3414 7.8702 4.9381  0.059
H19 0.3807 7.2156 5.5965  0.057
H20 1.7618 6.1632 6.0560  0.056
H21 0.3386 5.4661 5.2500  0.039
C12 -0.1058 -6.7730 0.0764  -0.279
S3 -1.2942 -7.1881 1.3421  0.815
O4 -2.1226 -5.9716 1.5981  -0.566
C13 -0.1231 -7.3212 2.6953  -0.265
H22 -0.6396 -6.6063 -0.8533  0.042
H23 0.4270 -5.8680 0.3696  0.067
H24 0.5866 -7.6004 -0.0611  0.042
H25 0.4090 -6.3763 2.8032  0.060
H26 0.5726 -8.1334 2.4861  0.052
H27 -0.6827 -7.5380 3.6026  0.049
C14 1.9910 -6.7506 -4.7555  -0.278
S4 1.0714 -8.0070 -3.8701  0.820
O5 1.0509 -7.5960 -2.4343  -0.564
C15 2.2928 -9.3085 -4.0103  -0.269
H28 1.4095 -5.8322 -4.7390  0.052
H29 2.9472 -6.5794 -4.2689  0.029
H30 2.1316 -7.0793 -5.7860  0.055
H31 3.2331 -8.9854 -3.5658  0.066
H32 2.4293 -9.5606 -5.0627  0.056
H33 1.9230 -10.1712 -3.4650  0.007
C16 -6.7447 -7.6817 -1.1725  -0.260
S5 -6.5882 -6.7067 0.3251  0.782
O6 -6.6865 -5.2742 -0.0637  -0.550
C17 -4.8548 -7.0484 0.6110  -0.286
H34 -7.7624 -7.5651 -1.5384  0.051
H35 -6.0359 -7.3138 -1.9144  0.058
H36 -6.5565 -8.7301 -0.9378  0.052
H37 -4.2763 -6.7156 -0.2502  0.061
H38 -4.7121 -8.1170 0.7802  0.060
H39 -4.5374 -6.4930 1.4898  0.030
C18 2.4929 9.7868 0.3904  -0.267
S6 4.2488 9.4608 0.2098  0.808
O7 4.8144 9.3672 1.5867  -0.568
C19 4.6707 11.0727 -0.4382  -0.276
H40 2.0195 8.9083 0.8283  0.038
H41 2.3478 10.6459 1.0462  0.060
H42 2.0629 9.9820 -0.5920  0.051
H43 4.3766 11.8378 0.2812  0.060
H44 4.1667 11.2267 -1.3925  0.011
H45 5.7475 11.1026 -0.5894  0.054
C20 2.3498 -13.4978 -0.2365  -0.271
S7 1.8632 -12.3435 -1.5223  0.796
O8 2.8542 -11.2377 -1.4982  -0.550
C21 0.3883 -11.7396 -0.6943  -0.261
H46 3.2890 -13.9529 -0.5421  0.050
H47 2.4850 -12.9557 0.6990  0.058
H48 1.5845 -14.2666 -0.1309  0.053
H49 0.6658 -11.3203 0.2726  0.057
H50 -0.3202 -12.5587 -0.5721  0.055
H51 -0.0484 -10.9646 -1.3216  0.048
C22 1.7156 12.5225 -4.5556  -0.272
S8 3.4646 12.2007 -4.7556  0.823
O9 4.0454 12.1086 -3.3852  -0.566
C23 3.8793 13.8297 -5.3807  -0.267
H52 1.2538 11.6355 -4.1266  0.048
H53 1.5806 13.3755 -3.8918  0.049
H54 1.2752 12.7355 -5.5290  0.055
H55 3.5799 14.5814 -4.6514  0.051
H56 3.3646 13.9945 -6.3266  0.056
H57 4.9563 13.8586 -5.5316  0.049
C24 -9.8074 -10.5289 2.9194  -0.272
S9 -8.6091 -9.7302 1.8450  0.778
O10 -7.6944 -10.7924 1.3486  -0.556
C25 -7.7429 -8.8740 3.1644  -0.272
H58 -10.4325 -11.1670 2.2989  0.049
H59 -9.2825 -11.1301 3.6613  0.057
H60 -10.4213 -9.7686 3.4018  0.054
H61 -7.3810 -9.6051 3.8873  0.060
H62 -8.4183 -8.1614 3.6373  0.060
H63 -6.9081 -8.3402 2.7191  0.011
C26 6.3266 -4.3812 -5.4754  -0.272
S10 5.2878 -3.7818 -4.1393  0.823
O11 4.0202 -4.5590 -4.2033  -0.557
C27 4.9428 -2.1776 -4.8659  -0.271
H64 6.6141 -5.4021 -5.2345  0.049
H65 5.7628 -4.3626 -6.4079  0.058
H66 7.2167 -3.7567 -5.5493  0.053
H67 4.4762 -2.3153 -5.8409  0.058
H68 5.8715 -1.6146 -4.9566  0.054
H69 4.2611 -1.6558 -4.1982  0.051
C28 -1.1365 16.7846 -3.9351  -0.271
S11 0.2164 17.1079 -5.0699  0.807
O12 0.7068 15.7842 -5.5374  -0.566
C29 1.3786 17.6782 -3.8255  -0.272
H70 -1.9587 16.3711 -4.5147  0.050
H71 -0.8133 16.0660 -3.1822  0.058
H72 -1.4485 17.7188 -3.4687  0.054
H73 1.5235 16.8963 -3.0800  0.057
H74 0.9959 18.5872 -3.3620  0.054
H75 2.3192 17.8915 -4.3285  0.050



Record 2
DFT (the ωB97M-V functional and the def2-TZVPD basis) results for a structure of composition C3H13NO4 in a non-equilibrium geometry.

Computed properties:
Molar mass (g mol⁻¹): 127.14
Orbital gap (eV): 10.83
Relative energy (zero: lowest compared OMol25 entry of this formula, charge and spin) (kcal per mole): 24.9
Calculated total energy (a.u.): -477.8178

Last column: natural (NBO) charge in e.
Positions of all 21 atoms, in Å:
C1 0.5500 1.6569 0.4009  0.565
N1 0.1975 1.1801 -0.8071  -0.605
C2 1.2406 0.7215 -1.7250  -0.216
C3 1.8527 -0.6390 -1.3347  -0.624
O1 -0.1917 1.7174 1.3646  -0.640
H1 1.6024 1.9887 0.4055  0.117
H2 -0.6221 0.5937 -0.8538  0.433
H3 2.0358 1.4479 -1.7033  0.192
H4 0.7993 0.6687 -2.7182  0.207
H5 1.1842 -1.4304 -1.6481  0.214
H6 1.9435 -0.6864 -0.2514  0.211
H7 2.8014 -0.7206 -1.8580  0.216
H8 -1.9269 -1.0151 0.1385  0.505
H9 -2.7665 -0.6927 -1.1370  0.480
O2 -1.8729 -0.8060 -0.8018  -0.966
H10 -0.6976 0.6081 1.8361  0.476
H11 -1.4548 -0.4871 2.6965  0.472
O3 -0.7542 -0.3389 2.0528  -1.013
H12 0.1880 -2.9390 0.2511  0.460
H13 -0.4286 -1.8496 1.1726  0.492
O4 -0.5147 -2.7819 0.8848  -0.977